Entry 1:
Entry from the Open Molecules 2025 dataset: C30H34F3Ge2INPtS4 as an isolated structure in a non-equilibrium geometry (ωB97M-V with the def2-TZVPD basis set).

Geometry (Å):
Pt: -1.90157 -1.38399 0.77393
C: 2.59073 -2.29713 1.01534
C: 1.66464 -2.49853 2.20723
Ge: 0.09674 -1.21356 2.36472
C: -0.58798 -1.49723 4.19039
C: -1.64420 -0.46522 4.57912
C: 0.67376 0.70674 2.31321
C: 1.50597 1.24929 1.44380
Ge: 0.49902 1.29616 -0.33191
C: 0.03713 3.26636 -0.30599
C: -0.55711 3.85265 0.94211
C: 1.77302 0.61839 -1.72129
C: 2.29069 1.51738 -2.90875
C: 2.89228 1.63329 1.52770
C: 3.55316 2.70677 0.83666
C: 4.83446 3.05098 1.22145
C: 5.54502 2.30924 2.16800
C: 4.95558 1.19949 2.77813
C: 3.65873 0.85363 2.50016
H: 3.12661 -1.37529 1.05776
H: 2.12040 -2.39995 0.06232
H: 3.36468 -3.16000 1.10032
H: 2.21393 -2.33545 3.07701
H: 1.18110 -3.46365 2.17250
H: 0.32750 -1.28744 4.83706
H: -0.83756 -2.52266 4.42042
H: -2.49344 -1.02028 4.90571
H: -1.89660 0.14208 3.71355
H: -1.07459 0.07268 5.32501
H: -0.12545 1.24041 2.80406
H: -0.67296 3.29674 -1.18888
H: 1.02014 3.70907 -0.66291
H: -1.20082 3.04140 1.38340
H: -1.14783 4.74550 0.76758
H: 0.22421 4.23350 1.66689
H: 1.27292 -0.29331 -2.05986
H: 2.64209 0.25396 -1.11132
H: 1.62850 2.40198 -3.01046
H: 2.32948 0.88897 -3.79534
H: 3.33520 1.86693 -2.76156
H: 3.15447 3.19899 -0.06724
H: 5.33421 3.88358 0.69652
H: 6.64880 2.52417 2.32903
H: 5.54890 0.66214 3.52781
H: 3.18287 -0.00993 2.95873
S: -3.08970 0.61510 1.50300
S: -4.33618 1.17875 -0.03637
S: -4.36584 -0.09542 -1.47116
S: -3.73837 -1.91991 -0.54730
I: -4.24304 -3.10674 3.14262
C: -2.50528 -3.91328 2.18598
C: -1.98351 -5.06928 2.74406
C: -1.04740 -5.78627 1.99772
C: -0.65606 -5.25431 0.73292
C: -1.22794 -4.09949 0.37671
N: -1.95699 -3.32092 1.12720
H: -2.30191 -5.42345 3.68416
H: -0.64606 -6.75233 2.32144
H: 0.20966 -5.63597 0.20260
H: -1.13207 -3.77004 -0.66233
F: -3.90572 3.04373 -7.02834
C: -3.07614 1.91909 -6.98229
F: -2.00894 2.30001 -7.77307
F: -3.71882 0.94073 -7.63865
C: -2.73317 1.50823 -5.58629
C: -3.06403 2.22392 -4.36840
C: -2.57845 1.84157 -3.17921
C: -1.78260 0.68741 -3.06972
C: -1.53493 -0.10583 -4.23876
C: -1.96695 0.34570 -5.47031
C: -1.29331 0.23927 -1.81707
C: -1.07967 0.03876 -0.57762
H: -3.84846 2.97752 -4.43146
H: -2.82482 2.41899 -2.32895
H: -0.93620 -1.02082 -4.16492
H: -1.71391 -0.20358 -6.38830

Calculated values
Orbital gap (spin up / spin down)   4.597 / 5.521 eV
Expectation value of S²   6.069
Net charge   +1
Multiplicity   5
Total energy   -209010.806 eV
Largest force on an atom   4.74 eV/A

***

Entry 2:
Entry from the Open Molecules 2025 dataset: C30H34FN7O5PPd as an isolated structure in a non-equilibrium geometry (ωB97M-V with the def2-TZVPD basis set).

Geometry (Å):
Pd: 0.08798 0.11187 0.07314
C: -5.88595 -4.62211 -1.30275
C: -5.52630 -3.42193 -2.15844
N: -4.17026 -2.89746 -1.84509
C: -4.07379 -1.84091 -1.05632
C: -2.86999 -1.31952 -0.60840
C: -2.95890 -0.12327 0.25158
O: -3.98173 0.38996 0.59829
O: -1.81392 0.47833 0.62940
C: -1.68970 -1.94977 -0.96940
O: -0.50548 -1.62470 -0.52382
C: -1.76636 -3.06125 -1.86692
C: -0.61443 -3.70241 -2.35740
C: -0.71727 -4.75068 -3.20799
F: 0.41982 -5.32691 -3.62510
C: -1.96590 -5.27227 -3.65922
C: -3.09722 -4.62437 -3.17650
C: -3.01370 -3.53808 -2.29575
N: -2.04646 -6.34559 -4.53085
C: -0.87440 -6.93439 -5.20262
C: -1.30311 -8.01549 -6.18331
N: -2.45630 -7.53104 -7.02050
C: -3.66627 -7.15557 -6.17069
C: -3.26806 -7.11668 -4.70371
H: -6.88195 -4.97092 -1.57208
H: -5.90188 -4.35197 -0.24699
H: -5.18437 -5.44658 -1.43130
H: -6.21501 -2.59940 -1.98125
H: -5.56791 -3.63568 -3.22438
H: -4.99390 -1.36198 -0.74233
H: 0.36821 -3.36242 -2.06337
H: -4.07286 -4.94518 -3.49606
H: -0.17866 -7.40082 -4.50541
H: -0.32954 -6.15728 -5.73866
H: -1.63183 -8.92984 -5.69621
H: -0.47887 -8.26315 -6.84842
H: -2.71381 -8.24546 -7.70378
H: -2.15471 -6.71933 -7.56216
H: -4.45151 -7.88524 -6.35474
H: -4.00129 -6.18087 -6.51692
H: -3.13272 -8.12741 -4.31056
H: -4.09815 -6.69645 -4.14800
O: 1.22676 -0.35145 -3.75487
C: 1.53049 0.50891 -2.99614
N: 1.11874 0.57727 -1.60469
C: 1.64181 1.65743 -1.04218
O: 1.36382 1.77289 0.21022
C: 2.41992 2.45827 -1.97497
C: 3.11113 3.64653 -1.84967
C: 3.75759 4.11662 -2.99091
C: 3.69531 3.41680 -4.19270
C: 2.98566 2.21880 -4.30928
C: 2.35488 1.75336 -3.17989
H: 3.15007 4.19164 -0.91662
H: 4.31581 5.04152 -2.94491
H: 4.21100 3.81229 -5.05752
H: 2.93758 1.67826 -5.24462
C: 1.05756 -1.63258 4.73548
N: 1.79587 -2.32943 3.67597
C: 3.17528 -1.83484 3.63196
N: 3.23709 -0.38448 3.45311
C: 2.48012 0.28222 4.51632
N: 1.09303 -0.18106 4.56724
C: 0.28653 0.28802 3.45938
P: 1.08009 -0.47733 1.97031
C: 1.12780 -2.27155 2.38746
C: 2.84667 0.04520 2.12387
H: 1.52578 -1.87532 5.68812
H: 0.02453 -1.97821 4.75737
H: 3.72101 -2.33076 2.82958
H: 3.65201 -2.08090 4.57945
H: 2.50691 1.36143 4.37199
H: 2.95216 0.04595 5.46873
H: 0.30199 1.37423 3.36525
H: -0.75040 -0.04018 3.53508
H: 1.67705 -2.82072 1.62190
H: 0.11347 -2.66872 2.43796
H: 2.91572 1.12362 1.99846
H: 3.44672 -0.43656 1.35023

Calculated values
Orbital gap   5.505 eV
Net charge   +3
Energy above the lowest of the compared OMol25 structures with the same formula, charge and spin   1.886 eV
Total energy   -67789.641 eV
Largest force on an atom   2.22 eV/A

***

Entry 3:
Entry from the Open Molecules 2025 dataset: C30H34FeN4S5 as an isolated structure in a non-equilibrium geometry (ωB97M-V with the def2-TZVPD basis set).

Geometry (Å):
Fe: 0.26919 0.45565 0.26803
C: -4.37388 -0.27823 3.62975
C: -3.03557 0.44253 3.41819
C: -2.36918 0.70764 4.76609
C: -2.20611 -0.37954 2.46174
C: -2.44716 -0.26096 1.09001
C: -1.81224 -1.08916 0.16920
C: -0.86759 -2.03739 0.59153
C: -0.24383 -2.97214 -0.40412
C: -0.61225 -2.13146 1.96047
C: -1.28350 -1.33269 2.87740
H: -5.00572 0.29177 4.30754
H: -4.20746 -1.26606 4.05349
H: -4.90500 -0.40030 2.68834
H: -3.24358 1.40921 2.94514
H: -2.26027 -0.21106 5.33855
H: -2.98835 1.38671 5.34955
H: -1.38713 1.16248 4.64245
H: -3.19762 0.43855 0.74418
H: -2.11506 -1.06887 -0.87001
H: 0.20266 -2.41174 -1.22518
H: -1.00516 -3.62683 -0.83058
H: 0.52041 -3.59218 0.05699
H: 0.08688 -2.87387 2.31695
H: -1.08108 -1.46705 3.92838
C: 3.51466 -0.21944 0.59579
N: 2.35528 -0.15677 -0.26616
C: 2.54232 -0.29775 -1.54184
C: 1.47046 -0.16298 -2.44033
C: 1.40930 -0.25688 -3.84809
C: 0.09372 -0.01846 -4.19871
C: -0.59915 0.20726 -2.99744
N: 0.21437 0.12718 -1.94752
C: 4.24241 1.10837 0.69410
C: 5.54602 1.14300 1.17848
C: 6.23728 2.34070 1.24280
C: 5.64002 3.51478 0.81223
C: 4.34349 3.48480 0.32637
C: 3.64202 2.29021 0.27958
H: 4.22649 -0.97109 0.23310
H: 3.18292 -0.52633 1.59399
H: 3.53302 -0.51374 -1.94337
H: 2.23080 -0.46132 -4.50755
H: -0.33664 -0.01401 -5.18255
H: -1.64711 0.42256 -2.87496
H: 6.01898 0.22854 1.51149
H: 7.24652 2.35891 1.62786
H: 6.17469 4.45153 0.86706
H: 3.87012 4.39946 -0.00324
H: 2.61732 2.27304 -0.07787
C: 0.89631 3.49186 -1.94736
C: 0.08249 3.64512 -0.71765
N: -0.25329 2.68312 0.12230
C: -1.01322 3.27077 1.10596
C: -1.13232 4.59989 0.85400
N: -0.43144 4.82011 -0.30081
H: 1.01599 2.43335 -2.16811
H: 1.88274 3.94082 -1.82852
H: 0.40707 3.98150 -2.78818
H: -1.40629 2.69173 1.92082
H: -1.62893 5.38520 1.38759
H: -0.32606 5.70452 -0.76803
C: 2.66643 -0.49796 5.32428
S: 3.99729 0.47105 4.55007
C: 3.20668 1.91116 3.97436
C: 2.02423 2.02155 3.27134
S: 1.00178 0.74816 2.82901
S: 1.59197 3.67770 2.84561
C: 3.04612 4.45131 3.40181
S: 3.33524 6.04288 3.17727
S: 4.13297 3.36588 4.21879
H: 3.16994 -1.16351 6.02004
H: 2.12274 -1.06869 4.57978
H: 1.99964 0.16706 5.86364

Calculated values
Orbital gap (spin up / spin down)   7.072 / 4.480 eV
Expectation value of S²   8.785
Net charge   +1
Energy above the lowest of the compared OMol25 structures with the same formula, charge and spin   0.000 eV
Multiplicity   6
Total energy   -126181.408 eV
Largest force on an atom   1.61 eV/A

***

Entry 4:
Entry from the Open Molecules 2025 dataset: C30H34IrNO7S2 as an isolated structure in a non-equilibrium geometry (ωB97M-V with the def2-TZVPD basis set).

Geometry (Å):
C: 0.29420 -0.65029 -4.71088
C: 0.09350 -1.10439 -3.25564
C: -0.08571 0.83350 -4.77517
C: -0.89525 1.18333 -3.45408
H: -0.73195 0.94285 -5.65917
H: 0.82011 1.42900 -4.90127
C: -1.04334 -0.26285 -2.71794
H: 1.00090 -0.98843 -2.63607
H: -0.13896 -2.17846 -3.27963
C: -1.40536 -0.70309 -1.20831
H: -1.97329 -0.58008 -3.23033
H: -1.90057 1.47925 -3.80868
C: -0.40336 2.38968 -2.79023
C: 1.69695 -0.93170 -5.21611
C: -0.52232 -1.43861 -5.74975
O: -1.19637 -0.88317 -6.60664
O: 2.67595 -1.09350 -4.51016
O: 1.74030 -1.00785 -6.56505
O: -0.43537 -2.78336 -5.72180
C: -1.03066 -3.28069 -6.93430
H: -0.94086 -4.36266 -6.90097
H: -0.49036 -2.86433 -7.78434
H: -2.08409 -2.98010 -6.99841
C: 3.06251 -1.19077 -7.07071
H: 3.74967 -0.43182 -6.67076
H: 2.96396 -1.09675 -8.15349
H: 3.42779 -2.18920 -6.79191
O: -0.46154 -0.84691 -0.13218
H: -1.69755 -1.77417 -1.37709
H: -2.33604 -0.14647 -0.95541
C: -1.34027 3.19818 -1.97241
C: 1.05433 2.53119 -2.60089
H: 1.47365 3.28832 -3.29069
H: 1.59542 1.58261 -2.76826
H: 1.30785 2.86414 -1.57115
H: -0.90477 3.48042 -0.98883
H: -2.27969 2.67317 -1.72765
H: -1.58436 4.15331 -2.49754
Ir: -0.38260 -0.38469 1.70772
C: -2.37788 -0.54629 3.90975
C: -2.78747 -0.41597 2.55382
C: -2.16973 -1.49960 1.80125
H: -3.52771 0.26764 2.14127
C: -1.23297 -2.16644 2.72356
C: -1.44346 -1.58968 4.03230
H: -0.98294 -1.94626 4.95154
H: -2.82094 0.00213 4.73803
H: -2.59758 -1.93461 0.91136
H: -0.70008 -3.08506 2.49001
C: 2.30302 0.46258 2.40936
C: 2.41350 -0.70507 3.20460
C: 1.84726 -1.80729 2.53287
H: 2.88158 -0.75219 4.18509
C: 1.48006 -1.34901 1.21060
C: 1.67603 0.12428 1.16923
H: 1.63004 0.75333 0.29093
H: 2.67412 1.44914 2.63414
H: 1.78423 -2.83579 2.90084
H: 1.48991 -1.99182 0.33621
O: 2.93534 2.70638 6.41164
S: 2.21684 1.53204 5.99726
O: 2.86711 0.24842 6.16808
N: 1.52956 1.66442 4.49097
C: 0.22176 1.55223 4.43585
S: -0.54363 1.53102 2.87088
C: -0.38912 1.56236 5.77662
C: -1.71123 1.66537 6.23443
C: -1.98291 1.47893 7.59721
C: -0.94160 1.28447 8.52435
C: 0.38859 1.32347 8.09584
C: 0.62767 1.48989 6.74205
H: -2.49866 1.92233 5.52388
H: -3.01879 1.46792 7.93849
H: -1.16712 1.08874 9.57070
H: 1.23469 1.17339 8.77117

Calculated values
Orbital gap (spin up / spin down)   2.241 / 3.932 eV
Expectation value of S²   6.066
Net charge   -2
Multiplicity   5
Total energy   -71985.083 eV
Largest force on an atom   6.48 eV/A

***

Entry 5:
Entry from the Open Molecules 2025 dataset: one molecule with the formula C30H34N2O2 in a non-equilibrium geometry (ωB97M-V with the def2-TZVPD basis set).

Geometry (Å):
C: 5.29223 -9.94610 3.32538
C: 4.60443 -8.83321 2.59145
C: 4.04354 -9.04607 1.33055
C: 3.36753 -8.03107 0.64772
C: 2.79306 -8.41169 -0.69278
C: 3.26949 -6.74385 1.22481
C: 2.56312 -5.58290 0.50164
C: 1.05079 -5.78249 0.39665
C: 3.23258 -5.26551 -0.85282
C: 3.98568 -3.91055 -0.90905
C: 5.16991 -4.08616 -1.89403
C: 6.46869 -3.94386 -1.36033
C: 6.70123 -3.87631 0.13130
C: 7.57081 -3.90914 -2.21132
C: 7.43322 -4.16397 -3.57271
C: 8.64835 -4.16589 -4.44974
C: 6.16366 -4.45384 -4.07363
C: 5.03802 -4.50009 -3.24344
C: 3.81487 -5.10429 -3.87818
C: 3.15366 -2.68282 -1.16301
C: 2.31473 -2.74674 -2.35968
N: 1.59627 -2.59979 -3.27423
C: 2.23720 -2.22169 -0.00470
C: 2.74642 -1.42695 1.05947
C: 1.87712 -0.73250 1.88864
C: 0.48225 -0.91935 1.76482
N: -0.40873 -0.19468 2.59885
O: -1.64498 -0.35858 2.46089
O: 0.07587 0.59922 3.43546
C: -0.03102 -1.78331 0.79081
C: 0.85063 -2.42775 -0.07263
C: 3.83407 -6.52481 2.49596
C: 3.72657 -5.18213 3.17009
C: 4.49977 -7.56141 3.15592
H: 5.64004 -9.59567 4.30220
H: 4.61447 -10.79538 3.48775
H: 6.15932 -10.32929 2.76971
H: 4.12240 -10.03707 0.87321
H: 2.04299 -7.71496 -1.07154
H: 3.58218 -8.49976 -1.45748
H: 2.32118 -9.40505 -0.63067
H: 2.69178 -4.68592 1.11824
H: 0.64474 -5.92151 1.40837
H: 0.57875 -4.88913 -0.02964
H: 0.78572 -6.65112 -0.21475
H: 3.96948 -6.05628 -1.06819
H: 2.49425 -5.29952 -1.66669
H: 4.39608 -3.69867 0.09488
H: 7.76602 -3.99791 0.36604
H: 6.39595 -2.90132 0.53718
H: 6.15521 -4.66806 0.67339
H: 8.56583 -3.71260 -1.80505
H: 8.37925 -4.28307 -5.50419
H: 9.23837 -3.24419 -4.32892
H: 9.30563 -5.00390 -4.17350
H: 6.06138 -4.69790 -5.13300
H: 4.03319 -5.33087 -4.93007
H: 3.51277 -6.05726 -3.41924
H: 2.95023 -4.44033 -3.88437
H: 3.89103 -1.86975 -1.31263
H: 3.82804 -1.32953 1.20623
H: 2.23045 -0.04493 2.65535
H: -1.10419 -1.93106 0.71070
H: 0.41354 -3.07671 -0.83301
H: 4.14328 -5.23959 4.18161
H: 4.29313 -4.40279 2.63462
H: 2.68269 -4.84616 3.26557
H: 4.93091 -7.36722 4.13880

Calculated values
Orbital gap   7.617 eV
Energy above the lowest of the compared OMol25 structures with the same formula, charge and spin   0.674 eV
SMILES   Cc1cc(C)c([C@H](C)C[C@@H](c2c(C)cc(C)cc2C)[C@@H](C#N)c2ccc([N+](=O)[O-])cc2)c(C)c1
Total energy   -38734.326 eV
Largest force on an atom   3.60 eV/A

***

Entry 6:
Entry from the Open Molecules 2025 dataset: C30H34N4OPdS2Si as an isolated structure (ωB97M-V with the def2-TZVPD basis set).

Geometry (Å):
Pd: -0.07758 -0.49723 0.26246
C: -5.65160 1.71654 -1.37915
C: -4.56351 2.75563 -1.17086
N: -3.62097 2.36718 -0.11944
C: -3.82814 3.00436 1.17520
C: -3.11849 4.34473 1.27927
C: -2.57443 1.55473 -0.39397
S: -1.43837 1.31912 0.89438
N: -2.58014 1.08670 -1.64549
C: -1.61639 0.38276 -2.23934
O: -0.57912 -0.12325 -1.76297
C: -1.83192 0.15832 -3.70974
C: -2.98755 0.59739 -4.35192
C: -3.17200 0.34935 -5.70215
C: -2.20141 -0.33493 -6.42046
C: -1.04897 -0.77274 -5.78577
C: -0.86445 -0.53067 -4.43443
H: -6.36481 2.04912 -2.13472
H: -6.20407 1.53752 -0.45361
H: -5.20708 0.77893 -1.71038
H: -4.99482 3.71126 -0.86782
H: -4.01048 2.92261 -2.09243
H: -3.47925 2.33261 1.95761
H: -4.90746 3.12556 1.30079
H: -2.04222 4.21280 1.17616
H: -3.31608 4.80719 2.24655
H: -3.45916 5.02981 0.50151
H: -3.73211 1.12667 -3.77476
H: -4.07287 0.69161 -6.19425
H: -2.34308 -0.52722 -7.47628
H: -0.29190 -1.30640 -6.34488
H: 0.02564 -0.87157 -3.92468
C: 1.83277 3.89400 3.80811
C: 2.39792 4.20528 2.58044
C: 2.45260 3.24665 1.57957
C: 1.94377 1.96160 1.77823
C: 1.37251 1.67374 3.01840
C: 1.32078 2.62324 4.02650
Si: 2.02959 0.68067 0.40224
C: 3.49948 -0.47153 0.64984
C: 4.45772 -0.64790 -0.34894
C: 5.53130 -1.50883 -0.17148
C: 5.66739 -2.21184 1.01444
C: 4.72389 -2.05507 2.02128
C: 3.65215 -1.19903 1.83448
H: 1.78877 4.64067 4.59124
H: 2.79786 5.19540 2.40132
H: 2.89515 3.50559 0.62448
H: 0.94888 0.68824 3.19376
H: 0.87526 2.37340 4.98126
H: 2.28899 1.40945 -0.87725
H: 4.36240 -0.10228 -1.28074
H: 6.26356 -1.62865 -0.96032
H: 6.50529 -2.88322 1.15561
H: 4.82335 -2.60462 2.94859
H: 2.91673 -1.09152 2.62490
C: -4.71220 -0.76902 2.56016
C: -3.80109 -1.41846 1.57621
C: -4.11997 -1.70657 0.28492
C: -3.13713 -2.36861 -0.50770
N: -1.92722 -2.62809 -0.07319
C: -1.56708 -2.21588 1.16878
S: 0.01257 -2.33697 1.78282
N: -2.55806 -1.74987 2.01045
C: -3.45413 -2.79883 -1.90782
H: -5.69950 -0.63380 2.12580
H: -4.31334 0.20639 2.84381
H: -4.80588 -1.37299 3.46372
H: -5.09752 -1.47134 -0.10332
H: -2.25883 -1.47905 2.93587
H: -4.49661 -2.62014 -2.16364
H: -3.22734 -3.85867 -2.02217
H: -2.81926 -2.25381 -2.60728

Calculated values
Orbital gap (spin up / spin down)   5.849 / 7.427 eV
Expectation value of S²   2.017
Energy above the lowest of the compared OMol25 structures with the same formula, charge and spin   0.527 eV
Multiplicity   3
Total energy   -72698.809 eV
Largest force on an atom   0.54 eV/A